# H22NO14

12 unconnected molecules or ions with the total composition H22NO14 in a non-equilibrium geometry (ωB97M-V/def2-TZVPD, the Open Molecules 2025 dataset).

CARTESIAN COORDINATES (ANGSTROEM)
N: -8.562000 18.728000 28.988000
O: -8.939000 17.860000 29.838000
O: -7.358000 18.681000 28.632000
O: -9.360000 19.290000 28.216000
O: -6.881000 16.065000 26.653000
H: -7.613000 16.604000 26.922000
H: -6.243000 16.058000 27.369000
O: -9.935000 14.604000 31.193000
H: -9.487000 13.943000 31.733000
H: -9.285000 14.997000 30.608000
O: -4.562000 18.704000 29.833000
H: -4.517000 17.779000 29.520000
H: -5.331000 19.047000 29.354000
O: -9.448000 17.187000 26.597000
H: -9.655000 17.931000 27.144000
H: -9.963000 17.365000 25.778000
O: -8.341000 15.288000 29.076000
H: -8.286000 16.196000 29.351000
H: -7.527000 14.903000 28.794000
O: -11.269000 20.683000 26.464000
H: -10.599000 20.352000 27.077000
H: -10.799000 20.883000 25.690000
O: -5.003000 19.019000 27.024000
H: -4.823000 19.859000 26.517000
H: -5.943000 18.884000 26.855000
O: -6.357000 16.024000 30.693000
H: -6.710000 16.876000 30.792000
H: -6.122000 15.979000 29.767000
O: -6.633000 21.378000 27.885000
H: -6.664000 20.608000 28.438000
H: -7.541000 21.446000 27.567000
O: -7.582000 19.369000 25.402000
H: -7.666000 19.810000 26.251000
H: -8.501000 19.125000 25.232000
O: -12.241000 17.586000 28.640000
H: -12.127000 16.854000 29.252000
H: -11.410000 17.955000 28.731000

Cartesian forces (eV/Å) of the 3 atoms listed first:
N 0.8 -4.3 -1.2
O -0.3 2.3 -0.3
O 0.2 1.1 0.9

Summary:
net charge: -1
lowest unoccupied orbital energy: 2.58 eV
HOMO: -0.2827 hartree
gap between HOMO and LUMO: 10.274 eV

Atomic partial charges in e from the Löwdin method, atoms 1 to 2: number 1, N, carries -0.480; number 2, O, carries -0.002

---

# H22NeO11

A molecular structure, H22NeO11 (ωB97M-V/def2-TZVPD, the Open Molecules 2025 dataset).

CARTESIAN COORDINATES (ANGSTROEM)
Ne: -0.430485 -0.558700 0.252339
O: 2.699215 2.264460 1.857639
H: 2.004695 2.812110 1.491659
H: 2.720075 1.493020 1.291349
O: -4.089515 1.230840 0.525759
H: -3.964715 0.287200 0.626759
H: -4.575235 1.493720 1.307549
O: 1.641335 -3.459620 0.659399
H: 1.110265 -3.119770 1.379599
H: 1.088635 -3.357330 -0.115381
O: 1.800085 -0.070630 -1.857101
H: 0.890045 0.226080 -1.851791
H: 2.311995 0.727580 -1.987621
O: 0.621835 3.797730 0.691719
H: -0.073655 3.208020 0.400569
H: 0.250635 4.251480 1.448389
O: 0.092335 -2.505900 -2.074221
H: 0.745715 -1.816590 -1.955111
H: -0.137955 -2.460520 -3.002201
O: -1.584295 2.146260 0.466439
H: -2.496815 1.865800 0.536359
H: -1.300675 1.828770 -0.390881
O: 0.296315 -2.007830 3.018309
H: 0.077385 -1.084050 3.140499
H: -0.531285 -2.470170 3.150799
O: 3.155335 -0.099510 0.538129
H: 2.559645 -0.206820 -0.203411
H: 3.104865 -0.931440 1.008839
O: -2.421595 -3.478490 -0.988011
H: -2.725105 -2.936170 -0.260001
H: -1.626425 -3.043630 -1.295981
O: -0.464165 1.769810 -2.287431
H: -0.968985 1.779280 -3.100631
H: 0.220495 2.425010 -2.422341

Cartesian forces (eV/Å) of the 3 atoms listed first:
Ne 0.0 0.0 0.0
O 0.2 0.3 0.5
H -0.3 0.4 -0.2

Summary:
lowest unoccupied orbital energy: -0.46 eV
HOMO: -0.3564 hartree
gap between HOMO and LUMO: 9.243 eV

Atomic partial charges in e from the Löwdin method, atoms 1 to 2: number 1, Ne, carries 0.049; number 2, O, carries -0.079

---

# H22NiO31S5Zn2

A molecular structure, H22NiO31S5Zn2 in a non-equilibrium geometry (ωB97M-V/def2-TZVPD, the Open Molecules 2025 dataset).

CARTESIAN COORDINATES (ANGSTROEM)
Zn: -2.435473 2.270064 -0.159836
Zn: 1.873496 1.675943 2.162933
Ni: -0.421010 -0.527390 -2.973441
S: -0.174214 -0.112666 0.422343
O: -0.688817 -1.115277 1.339536
O: 1.040261 0.400715 1.008002
O: 0.031156 -0.661976 -0.925545
O: -1.224640 0.932127 0.347935
S: 2.694869 -1.738304 -3.972746
O: 3.500629 -1.920840 -2.759202
O: 3.321309 -0.741411 -4.903030
O: 2.502216 -2.982031 -4.652394
O: 1.448195 -1.181240 -3.498651
S: -3.617630 0.014794 -1.930406
O: -2.190761 -0.174156 -2.297783
O: -4.335066 0.618906 -3.003408
O: -4.321229 -1.271243 -1.581029
O: -3.662746 1.021447 -0.875230
S: -0.160611 4.162794 1.273370
O: 0.571007 4.991289 0.352726
O: -0.563451 4.949646 2.439155
O: -1.370229 3.576556 0.725839
O: 0.815087 3.136025 1.660843
S: -0.373453 2.716271 -2.596796
O: -1.653726 2.767604 -1.864037
O: 0.031100 1.339966 -2.670735
O: -0.556770 3.257354 -3.923327
O: 0.745902 3.472129 -2.014601
O: 3.352899 -0.811086 -0.209853
H: 2.480356 -0.418125 -0.231948
H: 3.914656 -0.127764 0.155822
O: 0.576682 -4.285225 0.248523
H: 0.623313 -4.504657 -0.682020
H: -0.121703 -3.633215 0.306640
O: -1.226373 -0.828195 3.985110
H: -1.105852 -1.770510 4.102325
H: -1.353343 -0.717858 3.042800
O: -3.473919 -1.056036 1.377426
H: -3.836626 -0.890337 0.507246
H: -2.525611 -1.049194 1.247441
O: 3.309755 0.197527 2.693404
H: 4.164367 0.136036 3.120118
H: 2.852325 -0.601212 2.956080
O: 3.279780 2.215624 0.610229
H: 3.143377 2.185847 -0.336731
H: 4.218489 2.065694 0.722322
O: -1.866664 -3.045147 -0.529352
H: -1.483837 -2.167833 -0.530173
H: -2.013294 -3.243861 -1.454143
O: 1.801910 -1.800671 2.781921
H: 1.469877 -2.692745 2.680899
H: 1.047071 -1.241426 2.598383
O: 2.642540 1.162340 -2.180627
H: 1.694257 1.234466 -2.072067
H: 2.774638 0.296997 -2.567870
O: -3.456617 2.125372 1.609276
H: -3.592050 2.858377 2.209778
H: -3.231586 1.388374 2.177107
O: -1.563771 -3.511876 2.489401
H: -1.035538 -2.776307 2.179350
H: -2.284907 -3.570472 1.862696

Cartesian forces (eV/Å) of the 3 atoms listed first:
Zn 0.5 0.7 -1.5
Zn -0.3 0.8 -2.0
Ni 1.7 1.1 0.9

Summary:
net charge: -4
spin multiplicity: 3
⟨S²⟩: 2.004
lowest unoccupied orbital energy (spin up / spin down): 6.00 / 6.00 eV
HOMO (spin up / spin down): 0.0961 / 0.0962 hartree
gap between HOMO and LUMO (spin up / spin down): 3.382 / 3.380 eV

Atomic partial charges in e from the Löwdin method, atoms 1 to 2: number 1, Zn, carries 0.618; number 2, Zn, carries 0.882

---

# H22O11

A molecular structure, H22O11 in a non-equilibrium geometry (ωB97M-V/def2-TZVPD, the Open Molecules 2025 dataset).

CARTESIAN COORDINATES (ANGSTROEM)
O: -0.333073 0.523276 0.158859
H: -0.822037 -0.295698 0.239022
H: 0.142352 0.439016 -0.667644
O: 0.550143 1.525294 2.005875
H: -0.100235 0.838493 1.859045
H: 0.070152 2.342721 1.872982
O: -1.252027 -1.618598 -0.972925
H: -1.095586 -2.538896 -1.184607
H: -0.808414 -1.133540 -1.668748
O: -2.839991 -0.387950 -0.455510
H: -2.159318 -0.944513 -0.833861
H: -3.481461 -1.002303 -0.098694
O: 0.215662 -0.901725 2.364462
H: -0.002136 -1.024432 3.288446
H: -0.626564 -0.944629 1.911630
O: -1.700685 -0.829594 1.803554
H: -2.016354 -0.951174 0.908125
H: -2.241546 -1.417702 2.330634
O: 0.591820 -0.635668 -2.148127
H: 1.024296 -1.356320 -2.606223
H: 0.101787 -0.177119 -2.830639
O: 1.680884 1.779879 -2.365668
H: 2.185974 1.025803 -2.061543
H: 1.050745 1.945279 -1.664386
O: 2.167583 0.191578 -1.118090
H: 2.426178 -0.196019 -0.281951
H: 1.414471 -0.327380 -1.400482
O: 0.859292 2.245932 -0.242478
H: 0.478578 1.428303 0.078104
H: 0.105883 2.812366 -0.409087
O: 1.748401 -0.274709 1.157693
H: 1.196816 -0.773450 1.760392
H: 1.468412 0.633478 1.271840

Cartesian forces (eV/Å) of the 3 atoms listed first:
O -4.9 -3.8 -1.9
H 0.7 0.4 -0.2
H -0.1 -0.7 -0.4

Summary:
lowest unoccupied orbital energy: -0.83 eV
HOMO: -0.3030 hartree
gap between HOMO and LUMO: 7.415 eV

Atomic partial charges in e from the Löwdin method, atoms 1 to 2: number 1, O, carries -0.040; number 2, H, carries 0.052

---

# H22O11

11 unconnected molecules or ions with the total composition H22O11 in a non-equilibrium geometry (ωB97M-V/def2-TZVPD, the Open Molecules 2025 dataset).

CARTESIAN COORDINATES (ANGSTROEM)
O: -0.035485 -1.296485 4.059333
H: -0.122485 -1.233485 4.992333
H: -0.584485 -0.649485 3.736333
O: -2.716485 1.619515 -0.029667
H: -3.064485 2.491515 -0.200667
H: -1.835485 1.733515 0.175333
O: 1.538515 2.360515 -0.217667
H: 1.124515 1.748515 -0.812667
H: 2.306515 2.721515 -0.591667
O: -2.842485 -0.711485 1.641333
H: -1.918485 -0.722485 1.362333
H: -3.068485 0.197515 1.661333
O: 0.066515 0.233515 -2.099667
H: -0.113485 0.731515 -2.908667
H: -0.737485 -0.105485 -1.763667
O: -2.334485 -0.763485 -1.393667
H: -2.509485 0.040515 -0.934667
H: -3.060485 -0.917485 -2.023667
O: -0.354485 0.151515 0.759333
H: 0.043515 0.020515 -0.097667
H: 0.403515 0.399515 1.279333
O: 1.334515 1.142515 2.586333
H: 1.523515 0.516515 3.298333
H: 0.619515 1.747515 2.855333
O: 0.585515 -2.631485 -1.890667
H: 0.199515 -1.793485 -2.127667
H: 0.980515 -2.861485 -2.683667
O: 2.723515 0.277515 -2.944667
H: 2.134515 -0.024485 -2.202667
H: 3.606515 -0.054485 -2.799667
O: 2.233515 -1.176485 -0.392667
H: 2.263515 -1.446485 0.507333
H: 1.610515 -1.745485 -0.798667

Cartesian forces (eV/Å) of the 3 atoms listed first:
O 2.3 -2.1 0.2
H -0.1 -0.1 1.3
H -2.3 2.3 -1.5

Summary:
SMILES: O.O.O.O.O.O.O.O.O.O.O
lowest unoccupied orbital energy: 0.17 eV
HOMO: -0.3828 hartree
gap between HOMO and LUMO: 10.582 eV

Atomic partial charges in e from the Löwdin method, atoms 1 to 2: number 1, O, carries 0.005; number 2, H, carries 0.031

---

# H22O11

11 unconnected molecules or ions with the total composition H22O11 (ωB97M-V/def2-TZVPD, the Open Molecules 2025 dataset).

CARTESIAN COORDINATES (ANGSTROEM)
O: -2.050544 17.160657 -13.091316
H: -2.974064 16.889417 -12.891611
H: -1.624842 17.260046 -12.227496
O: 0.155063 15.546631 -13.621193
H: 0.031123 14.985803 -14.392284
H: -0.750183 15.838422 -13.373319
O: -4.737720 16.693837 -12.727474
H: -5.246932 16.205231 -13.385782
H: -5.395401 17.130728 -12.174240
O: 0.205531 18.058403 -10.964203
H: -0.590544 17.820121 -10.464406
H: 0.403509 18.957228 -10.683490
O: -1.966836 14.213106 -7.544747
H: -1.903033 14.999636 -8.108556
H: -1.556813 14.465592 -6.709276
O: -2.481225 15.615771 -9.989018
H: -2.539574 15.544047 -10.952474
H: -3.415795 15.601030 -9.683704
O: -2.610665 13.144269 -12.162745
H: -3.228826 12.788800 -12.810284
H: -2.756958 12.613670 -11.366003
O: -2.046937 18.218313 -8.951484
H: -1.858812 17.264904 -9.009554
H: -1.570913 18.520639 -8.168401
O: -3.265734 12.309890 -9.275166
H: -3.399850 13.152063 -9.723701
H: -2.928878 12.564184 -8.405373
O: -5.089053 14.472307 -6.449588
H: -4.490087 14.501553 -7.206442
H: -4.611726 14.927474 -5.748417
O: -5.144496 14.938587 -9.356259
H: -5.616243 15.609643 -8.841065
H: -5.708349 14.772564 -10.121585

Cartesian forces (eV/Å) of the 3 atoms listed first:
O -0.6 -0.5 0.6
H 0.6 0.4 -0.2
H 0.1 0.4 -0.3

Summary:
SMILES: O.O.O.O.O.O.O.O.O.O.O
lowest unoccupied orbital energy: -0.45 eV
HOMO: -0.3688 hartree
gap between HOMO and LUMO: 9.589 eV

Atomic partial charges in e from the Löwdin method, atoms 1 to 2: number 1, O, carries -0.063; number 2, H, carries 0.002